1.
ORCA calculation (ωB97M-V/def2-TZVPD) on one molecule with the formula C2H7NO2Si.

Each line ends with the Löwdin charge.
Atoms and positions in Å:
C  0.85  -0.07  -1.57  -0.20
Si  -0.34  -0.34  -0.10  0.68
C  -0.98  1.28  0.65  -0.20
N  0.62  -1.21  1.22  -0.43
O  0.03  -0.99  2.28  -0.03
O  1.75  -1.84  1.15  -0.03
H  0.28  -0.05  -2.57  0.05
H  1.51  0.79  -1.26  0.05
H  1.54  -0.90  -1.65  0.00
H  -1.56  -1.37  -0.17  0.03
H  -1.54  1.11  1.59  0.05
H  -0.41  2.22  0.49  0.05
H  -1.74  1.38  -0.06  -0.02

Summary:
Calculated total energy ... -575.03064 hartree
Kohn-Sham gap ... 10.49 eV
Maximum force ... 4.29 eV/Å
2S+1 ... 1
ΔE to the lowest compared entry with this formula, charge and spin ... 434.3 kJ/mol
LUMO ... -0.075 eV
SMILES string ... C[SiH](C)[N+](=O)[O-]

2.
ORCA calculation (ωB97M-V/def2-TZVPD) on a 2-piece molecular cluster, C2H7NO3 overall.

Each line ends with the Löwdin charge.
Atoms and positions in Å:
O  0.75  2.51  -1.50  0.06
C  1.65  1.74  -1.15  -0.38
O  2.49  1.99  -0.16  0.04
H  1.89  0.79  -1.58  0.12
H  3.48  1.84  -0.36  0.16
N  -2.71  -2.38  0.53  -0.01
C  -1.27  -2.17  0.54  -0.35
O  -0.73  -1.13  1.34  -0.07
H  -3.25  -2.64  1.43  0.11
H  -3.14  -1.51  0.41  0.03
H  -0.78  -3.13  0.77  0.11
H  -0.99  -1.80  -0.49  0.12
H  -0.60  -1.36  2.25  0.05

Summary:
Calculated total energy ... -360.83648 hartree
Kohn-Sham gap ... 10.45 eV
Maximum force ... 3.63 eV/Å
2S+1 ... 1
ΔE to the lowest compared entry with this formula, charge and spin ... 202.6 kJ/mol
LUMO ... 0.494 eV
SMILES string ... O=CO.NCO

3.
ORCA calculation (ωB97M-V/def2-TZVPD) on a 2-piece molecular cluster, C2H7NO3 overall.

Each line ends with the Löwdin charge.
Atoms and positions in Å:
C  -2.42  0.49  1.15  -0.10
N  -0.99  0.49  1.28  0.03
C  0.07  -0.18  0.64  -0.55
O  1.24  -0.06  1.00  0.05
O  -0.14  -0.55  -0.66  0.06
H  -2.65  1.44  0.58  0.11
H  -3.10  0.35  1.96  0.07
H  -2.89  -0.28  0.59  0.07
H  -0.81  1.06  2.03  0.10
H  0.74  -0.27  -1.05  0.09
O  2.06  -0.35  -2.58  -0.02
H  1.47  -0.02  -3.21  0.02
H  2.94  0.05  -2.74  0.07

Summary:
Calculated total energy ... -360.86283 hartree
Kohn-Sham gap ... 10.16 eV
Maximum force ... 3.45 eV/Å
2S+1 ... 1
ΔE to the lowest compared entry with this formula, charge and spin ... 133.4 kJ/mol
LUMO ... 0.576 eV
SMILES string ... CNC(=O)O.O

4.
ORCA calculation (ωB97M-V/def2-TZVPD) on a 2-piece molecular cluster, C2H7NO3 overall.

Each line ends with the Löwdin charge.
Atoms and positions in Å:
N  -0.16  -2.30  -0.39  0.01
C  -0.07  -1.02  0.31  -0.18
C  -0.50  0.17  -0.55  -0.53
O  -0.36  0.30  -1.73  0.13
O  -1.27  1.03  0.21  0.07
H  -0.40  -3.00  0.30  0.07
H  -0.86  -2.29  -1.13  0.07
H  0.96  -0.80  0.60  0.12
H  -0.74  -0.98  1.16  0.11
H  -1.34  1.82  -0.34  0.12
O  1.80  2.10  0.55  -0.04
H  2.06  2.99  0.80  0.04
H  0.89  2.00  0.24  0.00

Summary:
Calculated total energy ... -360.87826 hartree
Kohn-Sham gap ... 10.20 eV
Maximum force ... 1.99 eV/Å
2S+1 ... 1
ΔE to the lowest compared entry with this formula, charge and spin ... 92.9 kJ/mol
LUMO ... 0.513 eV
SMILES string ... NCC(=O)O.O